C23H31B3O24 | ωB97M-V/def2-TZVPD

The geometry in XYZ format:
```
81
Properties=species:S:1:pos:R:3
C -1.788 -6.317 -0.637
O -1.224 3.097 5.437
H -2.571 2.303 4.099
O -4.291 0.204 -0.835
C 0.896 -6.786 3.711
C -1.992 4.352 3.683
H 4.670 -1.812 -6.194
H 3.061 -4.753 4.694
H -4.792 3.180 1.028
H -1.355 -7.256 -0.992
H 1.365 3.150 5.666
O 0.966 4.567 -3.553
C -2.469 4.891 -0.186
B -0.182 4.002 -2.898
C 4.322 3.044 -3.321
O 1.697 -6.322 4.707
C 3.885 1.754 4.447
O -4.072 -1.385 -2.431
H 2.947 -5.178 1.977
C 2.769 -5.615 4.093
O -0.307 -4.660 -1.185
H 0.064 -5.932 0.417
C -3.899 3.337 -0.938
H 4.084 0.434 -5.583
O -2.258 -0.283 -1.698
H -3.023 -2.796 -3.541
H 1.437 1.377 5.732
O 0.848 -1.307 -4.459
O 4.601 1.430 3.551
H -1.187 -4.697 0.674
H -3.458 2.352 -0.781
H -0.733 4.707 -2.130
C 3.208 2.370 6.495
H -1.124 4.863 3.258
H -2.817 4.407 2.974
O 2.787 -2.042 -5.349
C -3.604 -0.429 -1.586
H 5.247 3.029 -2.685
O 4.224 1.691 5.764
O 0.002 -7.558 3.868
O 2.621 2.234 4.286
C -1.788 -1.357 -2.514
C -0.759 -5.395 -0.051
C 2.193 -5.220 2.763
C -1.299 -4.701 -2.113
C -1.684 2.943 4.097
C 1.812 -1.118 -5.137
B 0.049 2.017 -4.162
H -4.659 3.265 -1.716
H -0.023 0.842 -4.249
H -5.230 4.661 0.150
H -0.917 2.483 3.473
O -2.869 4.251 -1.317
O -2.273 -5.581 -1.757
O -1.313 -4.048 -3.112
O -1.697 4.609 7.050
C -1.749 4.264 5.910
O 1.248 -6.254 2.506
O -3.300 4.620 0.860
H 3.028 1.885 7.454
C -4.432 3.936 0.330
H -3.091 -1.161 -4.228
H 3.626 -6.286 3.995
H 3.498 0.436 -7.261
O -0.695 2.701 -3.161
O 0.970 2.681 -5.080
C 2.023 2.286 5.577
H -2.594 -6.541 0.061
O -2.337 4.979 4.916
H 3.528 3.400 6.673
H -1.441 -2.162 -1.868
O -1.512 5.600 -0.114
O 2.076 0.044 -5.796
H 1.668 -4.262 2.802
H 3.314 -1.954 -7.333
C 3.631 -1.535 -6.374
C -2.998 -1.736 -3.302
C 3.282 3.307 -3.918
H -0.965 -1.032 -3.147
B 1.713 3.539 -4.194
C 3.408 -0.054 -6.291
```

Output
spin multiplicity = 1
gap between HOMO and LUMO = 10.8243 eV
energy relative to the best compared isomer or geometry (same formula, charge and spin) = 26.0 kcal/mol
net charge = 0

Let us look at the Mulliken charges, expressed in e, one per atom:
1 C -0.3880
2 O -0.3664
3 H 0.2860
4 O -0.5822
5 C 0.5969
6 C 0.0792
7 H 0.3116
8 H 0.2966
9 H 0.3633
10 H 0.3098
11 H 0.0951
12 O -0.3037
13 C 0.6417
14 B 0.6058
15 C -0.1746
16 O -0.3137
17 C 0.6220
18 O -0.3828
19 H 0.3323
20 C -0.3496
21 O -0.2803
22 H 0.0929
23 C -0.1505
24 H 0.2202
25 O -0.3156
26 H 0.3772
27 H 0.2164
28 O -0.4782
29 O -0.5393
30 H 0.2009
31 H 0.0414
32 H -0.2331
33 C -0.3200
34 H 0.2078
35 H 0.0785
36 O -0.3375
37 C 0.6830
38 H 0.3433
39 O -0.3203
40 O -0.5193
41 O -0.2912
42 C 0.6051
43 C 0.0175
44 C -0.3237
45 C 0.6342
46 C -0.2977
47 C 0.4982
48 B 0.6303
49 H 0.3898
50 H -0.2196
51 H 0.2400
52 H 0.3229
53 O -0.2953
54 O -0.3172
55 O -0.5472
56 O -0.5432
57 C 0.6290
58 O -0.2566
59 O -0.3874
60 H 0.3013
61 C -0.4107
62 H 0.2566
63 H 0.2593
64 H 0.3059
65 O -0.4857
66 O -0.2744
67 C -0.0521
68 H 0.2965
69 O -0.3293
70 H 0.2685
71 H -0.0491
72 O -0.5349
73 O -0.2171
74 H 0.2640
75 H 0.2507
76 C -0.3491
77 C -0.3294
78 C -0.3715
79 H -0.1925
80 B 0.5759
81 C -0.3178

***

C23H31BN7O2 | ωB97M-V/def2-TZVPD

The geometry in XYZ format:
```
64
Properties=species:S:1:pos:R:3
H 9.391 1.296 2.593
H 11.146 -2.484 3.811
B 2.523 3.251 0.423
C 0.158 2.314 -0.131
C -5.465 -0.552 -0.751
C 10.994 -1.448 3.540
H -6.593 -3.791 -5.882
O 3.134 3.880 -0.802
C 6.852 3.778 3.035
H 5.885 3.377 3.309
C 8.294 5.006 1.848
H 2.550 4.703 -0.931
H -6.584 -1.409 0.929
H 8.603 5.693 1.071
C -8.148 -2.377 -6.665
H -2.301 2.232 -0.236
C 0.220 4.454 1.235
H 0.489 1.368 -0.734
H -8.817 -6.267 -1.063
H 4.149 3.332 1.621
C -7.583 -4.464 -1.250
H 8.335 2.926 4.407
C 8.104 3.570 3.568
C -7.468 -3.166 -5.764
H 13.028 -0.519 3.705
C -9.172 -2.219 -4.669
C -1.375 2.826 0.164
C -5.639 -1.239 0.430
N -6.245 -4.251 -1.041
H -7.809 -3.527 -3.700
C -6.627 -6.399 -0.616
H -6.474 -7.436 -0.345
C 9.772 -0.838 3.166
H -9.804 -2.006 -3.817
H -7.895 -2.249 -7.710
C -9.226 -1.778 -5.972
H 11.852 1.586 3.004
C 10.038 0.488 2.906
O 3.432 2.635 1.408
H -3.710 -0.133 -1.869
C 9.017 4.348 2.817
H 8.803 -1.315 3.093
H -8.230 -3.655 -1.563
H -2.075 4.641 1.312
H -2.372 -1.350 -0.126
C -7.848 -5.790 -0.990
H -9.963 -1.098 -6.379
H 6.215 4.996 1.417
C -3.447 -1.236 -0.074
N -4.128 -0.560 -1.052
H 10.086 4.419 2.966
H -5.769 -3.365 -1.152
N 6.976 4.658 1.992
N 11.376 0.701 3.115
H -4.133 -2.240 1.751
C -4.361 -1.672 0.858
N 1.011 3.371 0.534
C 11.968 -0.475 3.496
H 0.626 5.387 1.838
H -4.592 -5.471 -0.451
H -6.176 -0.060 -1.401
C -5.653 -5.427 -0.659
N -8.095 -3.059 -4.550
N -1.247 4.090 0.987
```

Output
spin multiplicity = 1
gap between HOMO and LUMO = 4.4039 eV
net charge = +1

Let us look at the natural (NBO) charges, expressed in e, one per atom:
1 H 0.2141
2 H 0.2242
3 B 1.2974
4 C -0.0274
5 C -0.0923
6 C -0.3090
7 H 0.2107
8 O -0.8642
9 C -0.0975
10 H 0.1934
11 C -0.0689
12 H 0.4930
13 H 0.2394
14 H 0.2172
15 C -0.3105
16 H 0.3051
17 C 0.2343
18 H 0.3093
19 H 0.2269
20 H 0.5232
21 C -0.1099
22 H 0.2361
23 C -0.2852
24 C -0.0794
25 H 0.2127
26 C -0.0875
27 C -0.0174
28 C -0.2974
29 N -0.5137
30 H 0.4177
31 C -0.3055
32 H 0.2276
33 C -0.2988
34 H 0.2078
35 H 0.2235
36 C -0.2955
37 H 0.4122
38 C -0.0894
39 O -0.8863
40 H 0.4115
41 C -0.3050
42 H 0.2166
43 H 0.2027
44 H 0.4757
45 H 0.2071
46 C -0.2831
47 H 0.2217
48 H 0.3985
49 C -0.0980
50 N -0.5215
51 H 0.2288
52 H 0.4199
53 N -0.5149
54 N -0.5082
55 H 0.2366
56 C -0.3026
57 N -0.6417
58 C -0.0753
59 H 0.3084
60 H 0.2104
61 H 0.2245
62 C -0.0741
63 N -0.5138
64 N -0.5143

***

C23H31CuN2O4PTe | ωB97M-V/def2-TZVPD

The geometry in XYZ format:
```
63
Properties=species:S:1:pos:R:3
C -2.945 4.902 -1.386
N -0.936 -0.660 -1.735
C 2.979 -3.175 -2.909
H 0.117 3.992 -2.206
C -2.202 -1.118 -1.413
H 1.052 -4.835 2.823
H 1.656 3.208 3.035
O 0.621 -3.031 2.024
C -1.311 -0.995 2.712
C -0.378 2.774 1.405
C -2.126 -2.382 -0.923
C 3.956 -2.207 -2.683
C 2.351 -0.825 -1.507
C -2.400 -2.037 2.553
H -1.955 -3.015 2.372
N -0.790 -2.705 -0.971
O -0.479 -0.933 1.548
H -1.751 -0.003 2.823
H 3.348 -5.035 1.910
H -0.359 -3.508 -0.541
C -0.098 -1.642 -1.447
C 1.336 -1.762 -1.784
H 2.770 2.737 1.759
H -3.006 -2.083 3.461
H -2.130 5.617 -1.513
H -4.110 2.561 -0.581
H 3.218 -4.092 -3.432
C 1.013 3.720 -0.280
C -2.487 3.472 -1.708
C -1.429 2.673 0.495
C 3.643 -1.055 -1.998
H 1.968 4.123 -0.600
H -2.146 3.456 -2.746
P 1.029 -1.513 1.474
C -3.657 2.505 -1.574
H -3.335 1.480 -1.751
H -2.384 2.281 0.830
H -0.700 -1.190 3.594
H -3.769 5.198 -2.041
Cu -0.412 1.205 -1.113
H 2.212 -4.687 0.588
H 2.066 -3.513 3.416
C -1.295 3.136 -0.829
C 1.696 -2.935 -2.469
C 0.847 3.322 1.043
O 2.267 0.309 -0.788
H -0.517 2.415 2.418
C 2.666 -4.286 1.500
H 3.248 -3.401 1.232
H 4.397 -0.306 -1.783
H 2.402 4.449 2.010
H 4.968 -2.359 -3.037
H -3.050 -1.785 1.711
C 1.979 3.442 2.022
O 1.073 0.452 -0.003
Te 2.468 -0.513 3.142
C 1.600 -3.940 2.526
H -2.879 -3.060 -0.562
H -3.082 -0.521 -1.576
H -4.433 2.750 -2.303
H -3.290 4.962 -0.350
H 0.916 -3.654 -2.690
C -0.024 3.618 -1.197
```

Output
spin multiplicity = 2
<S²> = 0.767
gap between HOMO and LUMO (spin up / spin down) = 7.6986 / 5.6656 eV
energy relative to the best compared isomer or geometry (same formula, charge and spin) = 129.2 kcal/mol
net charge = 0

Let us look at the natural (NBO) charges, expressed in e, one per atom:
1 C -0.5995
2 N -0.5994
3 C -0.2652
4 H 0.2236
5 C -0.0885
6 H 0.1808
7 H 0.2208
8 O -0.8734
9 C -0.0551
10 C -0.1379
11 C -0.0911
12 C -0.1760
13 C 0.4173
14 C -0.6308
15 H 0.2193
16 N -0.5183
17 O -0.8695
18 H 0.1783
19 H 0.2183
20 H 0.4343
21 C 0.4173
22 C -0.2240
23 H 0.2456
24 H 0.2116
25 H 0.2125
26 H 0.2020
27 H 0.2154
28 C -0.1972
29 C -0.2227
30 C -0.2744
31 C -0.2822
32 H 0.2191
33 H 0.2068
34 P 1.2977
35 C -0.6038
36 H 0.2051
37 H 0.2240
38 H 0.1906
39 H 0.2100
40 Cu 0.9290
41 H 0.2019
42 H 0.1961
43 C -0.1603
44 C -0.1654
45 C 0.0191
46 O -0.2786
47 H 0.2117
48 C -0.6406
49 H 0.2260
50 H 0.2283
51 H 0.2134
52 H 0.2147
53 H 0.2057
54 C -0.6375
55 O -0.6743
56 Te -0.2893
57 C -0.0688
58 H 0.2260
59 H 0.2114
60 H 0.2165
61 H 0.2056
62 H 0.2091
63 C -0.2409

***

| no. | E (Ha) |
| --- | --- |
| 1 | -2775.577534 |
| 2 | -1453.279489 |
| 3 | -3555.280705 |